Entry 1:
# C40H76BrF3NO12

A cluster of 9 separate species, C40H76BrF3NO12 in total in a non-equilibrium geometry (ωB97M-V/def2-TZVPD, the Open Molecules 2025 dataset).

Each line ends with the Löwdin charge.
Geometry (Å):
C: 5.69535 5.00917 0.55906  -0.155
C: 5.35940 3.41953 0.34445  -0.255
C: 4.68626 3.02778 -1.09246  -0.152
C: 3.38392 3.96455 -1.52228  -0.174
O: 2.08564 3.33897 -1.34759  -0.107
C: 1.59894 3.23793 0.01565  -0.404
C: 1.71991 4.56496 0.95806  -0.102
O: 0.91331 5.73361 0.47199  -0.053
C: 1.48259 6.99735 1.00980  -0.232
F: 0.46155 8.09492 0.83381  0.005
F: 1.78417 6.92560 2.46806  0.026
F: 2.70492 7.44002 0.24091  0.005
N: 0.08505 2.96165 -0.12708  -0.413
Br: -0.69575 2.45605 1.48567  0.780
C: 2.16879 1.92042 0.86602  -0.412
O: 2.56366 1.97209 2.15275  -0.162
O: 2.32868 0.58737 0.20447  -0.248
H: 4.99281 5.37632 1.45200  0.075
H: 5.56080 5.65923 -0.40482  0.071
H: 6.80243 5.10050 0.95796  0.068
H: 6.41041 2.85393 0.38496  0.106
H: 4.77226 3.05808 1.29165  0.099
H: 4.43149 1.86482 -1.17068  0.133
H: 5.52900 3.20097 -1.92017  0.100
H: 3.47145 5.08318 -1.11395  0.117
H: 3.51980 4.10025 -2.70378  0.122
H: 1.42948 4.37999 2.10135  0.135
H: 2.83641 4.98592 1.00990  0.118
H: -0.39325 3.75330 -0.60812  0.065
C: 0.37950 -2.31437 -0.76669  -0.173
C: -1.01611 -2.37113 -1.33218  -0.189
C: -1.86217 -2.45215 -0.08028  -0.221
O: -1.15140 -1.74966 0.94852  -0.148
C: 0.18054 -1.48810 0.48510  -0.210
H: 1.11370 -1.88157 -1.45088  0.111
H: 0.71285 -3.32410 -0.49901  0.109
H: -1.23552 -1.44235 -1.87191  0.105
H: -1.18090 -3.20967 -2.01351  0.109
H: -1.98730 -3.48928 0.24849  0.097
H: -2.85217 -2.00658 -0.21382  0.111
H: 0.25451 -0.41673 0.26894  0.082
H: 0.89968 -1.73609 1.27061  0.122
C: -0.97241 3.42244 6.56189  -0.182
C: -2.20578 2.81159 7.17540  -0.186
C: -3.16873 2.80208 6.00823  -0.210
O: -2.37997 2.65684 4.81916  -0.151
C: -1.00073 2.85307 5.16036  -0.220
H: -0.05077 3.18583 7.09955  0.115
H: -1.07783 4.51323 6.52441  0.115
H: -1.99228 1.78383 7.49196  0.115
H: -2.58699 3.36307 8.03856  0.110
H: -3.71322 3.74942 5.93441  0.109
H: -3.89472 1.98627 6.07038  0.115
H: -0.50437 1.87740 5.11864  0.126
H: -0.53039 3.51548 4.42845  0.094
C: -1.63438 -0.86595 -6.62752  -0.184
C: -0.18246 -1.00532 -6.24904  -0.194
C: -0.18439 -0.54045 -4.80906  -0.188
O: -1.46933 -0.87367 -4.26592  -0.147
C: -2.33490 -1.25510 -5.34413  -0.205
H: -1.92825 -1.48575 -7.47839  0.112
H: -1.85551 0.17989 -6.87178  0.117
H: 0.11468 -2.05941 -6.30093  0.110
H: 0.49482 -0.42750 -6.88301  0.110
H: -0.06480 0.54609 -4.74197  0.125
H: 0.60115 -1.01535 -4.21420  0.122
H: -2.48287 -2.33897 -5.28609  0.116
H: -3.30507 -0.76381 -5.22969  0.117
C: 4.66562 3.10464 -6.70252  -0.183
C: 6.11754 2.96526 -6.32404  -0.185
C: 6.11561 3.43014 -4.88406  -0.207
O: 4.83067 3.09692 -4.34092  -0.172
C: 3.96510 2.71549 -5.41913  -0.195
H: 4.37175 2.48484 -7.55339  0.113
H: 4.44449 4.15048 -6.94678  0.115
H: 6.41468 1.91118 -6.37593  0.117
H: 6.79482 3.54309 -6.95801  0.112
H: 6.23520 4.51667 -4.81697  0.119
H: 6.90115 2.95524 -4.28920  0.118
H: 3.81713 1.63162 -5.36109  0.122
H: 2.99493 3.20678 -5.30469  0.121
C: -4.10214 -5.07570 2.54900  -0.174
C: -5.19483 -4.66817 1.59470  -0.180
C: -5.19667 -5.81449 0.60699  -0.207
O: -4.78511 -6.98474 1.32688  -0.142
C: -4.27349 -6.57801 2.60361  -0.204
H: -4.17712 -4.60215 3.53114  0.119
H: -3.12376 -4.82639 2.12126  0.111
H: -6.15415 -4.62966 2.12414  0.115
H: -5.02619 -3.69752 1.12151  0.114
H: -4.47401 -5.64630 -0.19852  0.116
H: -6.18174 -5.98319 0.16242  0.115
H: -5.00712 -6.86601 3.36445  0.116
H: -3.33499 -7.10051 2.80829  0.098
C: 3.68938 -4.19017 -7.46134  -0.183
C: 2.87977 -3.75297 -8.65471  -0.183
C: 2.79064 -2.25691 -8.44621  -0.203
O: 3.98592 -1.86047 -7.75972  -0.138
C: 4.65867 -3.03997 -7.29774  -0.206
H: 4.18906 -5.15254 -7.59789  0.114
H: 3.04171 -4.26151 -6.57943  0.119
H: 3.43200 -3.96942 -9.57682  0.115
H: 1.90044 -4.23351 -8.72181  0.115
H: 1.93787 -1.99416 -7.81129  0.090
H: 2.70719 -1.70665 -9.38787  0.119
H: 5.54985 -3.18102 -7.91898  0.115
H: 4.97488 -2.90167 -6.26016  0.121
C: -6.30112 7.21552 6.94826  -0.184
C: -7.42666 6.31511 7.38774  -0.186
C: -6.68235 5.08620 7.86253  -0.209
O: -5.41332 5.53408 8.35859  -0.146
C: -5.22804 6.90159 7.96768  -0.207
H: -6.56940 8.27473 6.92419  0.114
H: -5.96215 6.92421 5.94697  0.119
H: -7.96293 6.77438 8.22653  0.115
H: -8.14979 6.09726 6.59772  0.115
H: -6.49237 4.39269 7.03650  0.115
H: -7.21789 4.55057 8.65169  0.116
H: -5.33808 7.52272 8.86329  0.115
H: -4.21852 7.03801 7.57025  0.118
C: -0.76917 -8.92253 3.13521  -0.184
C: -1.89471 -9.82294 3.57469  -0.192
C: -1.15040 -11.05185 4.04948  -0.211
O: 0.11863 -10.60397 4.54554  -0.142
C: 0.30391 -9.23646 4.15463  -0.205
H: -1.03745 -7.86332 3.11114  0.107
H: -0.43020 -9.21384 2.13392  0.120
H: -2.43098 -9.36367 4.41348  0.116
H: -2.61784 -10.04079 2.78467  0.117
H: -0.96042 -11.74536 3.22345  0.116
H: -1.68594 -11.58748 4.83864  0.116
H: 0.19387 -8.61533 5.05024  0.118
H: 1.31343 -9.10004 3.75720  0.118

- net charge = -1
- orbital gap (Ha) = 0.244
- highest occupied orbital energy (Ha) = -0.16687



Entry 2:
# C40H76BrN3O8S2

A cluster of 3 separate species, C40H76BrN3O8S2 in total in a non-equilibrium geometry (ωB97M-V/def2-TZVPD, the Open Molecules 2025 dataset).

Each line ends with the Löwdin charge.
Geometry (Å):
C: -3.28605 1.43497 -0.69890  -0.104
C: -3.19345 1.36026 -2.23820  -0.242
C: -4.17540 0.35867 -2.87300  -0.215
C: -3.50147 -0.94441 -3.32066  -0.212
C: -3.10633 -1.78038 -2.10636  -0.219
C: -2.22325 -3.00744 -2.41295  -0.187
C: -2.90320 -4.38302 -2.19686  -0.181
C: -2.32865 -5.19926 -1.02528  -0.200
C: -3.17895 -5.14846 0.25379  -0.196
C: -3.25452 -3.79594 0.96447  -0.184
C: -2.08210 -3.45330 1.90721  -0.172
C: -0.88377 -2.92865 1.09560  -0.163
C: 0.04067 -1.85986 1.77903  -0.394
C: -0.79539 -0.57227 1.80736  -0.011
C: 1.42565 -1.71960 0.99806  -0.346
C: 2.00880 -0.29170 0.98509  -0.179
C: 2.11700 0.56521 2.24969  -0.219
C: 2.19951 2.05698 1.85016  -0.211
S: 3.88438 2.58904 1.67315  0.579
O: 4.64969 1.53153 1.09750  -0.265
O: 4.32565 3.16053 2.90777  -0.272
O: 3.80712 3.75736 0.58810  -0.155
C: 1.12596 -2.02755 -0.50646  -0.134
C: 2.26475 -1.61827 -1.47537  -0.123
C: 2.02918 -0.32784 -2.21924  -0.234
C: 2.97736 0.69130 -2.21704  -0.039
C: 2.78016 1.85683 -2.93892  -0.072
C: 1.62959 2.02637 -3.69215  -0.083
C: 0.66684 1.02775 -3.68433  -0.084
C: 0.86829 -0.13410 -2.96103  -0.045
C: 2.44680 -2.84505 1.40993  -0.508
Br: 4.04199 -2.23560 2.35716  0.895
C: 1.82559 -4.07595 2.08583  -0.425
O: 2.83684 -4.94808 2.53814  -0.088
N: 3.08240 -5.92489 1.49170  0.013
O: 4.21376 -6.09467 1.34746  0.121
O: 1.01200 -3.84992 3.22370  -0.122
S: 0.41984 -2.38078 3.43852  0.661
O: -0.75527 -2.41976 4.25352  -0.236
O: 1.44963 -1.59670 4.05375  -0.272
H: -2.29440 1.54077 -0.25567  0.055
H: -3.72549 0.52706 -0.28523  0.059
H: -3.89217 2.28022 -0.37772  0.069
H: -3.35937 2.36767 -2.61751  0.094
H: -2.17634 1.06851 -2.50960  0.081
H: -4.67063 0.83087 -3.72319  0.102
H: -4.96269 0.10948 -2.15663  0.107
H: -2.63509 -0.71279 -3.94554  0.106
H: -4.21586 -1.49064 -3.94319  0.115
H: -4.01653 -2.06956 -1.57938  0.106
H: -2.53544 -1.11646 -1.44762  0.089
H: -1.90388 -2.93312 -3.45487  0.105
H: -1.30954 -2.96491 -1.81975  0.070
H: -2.73479 -4.96251 -3.10603  0.102
H: -3.98525 -4.27096 -2.11181  0.111
H: -1.28781 -4.92710 -0.84005  0.092
H: -2.30096 -6.24873 -1.32971  0.105
H: -2.87418 -5.94055 0.94174  0.111
H: -4.19708 -5.40659 -0.05263  0.108
H: -3.36225 -2.98834 0.23804  0.089
H: -4.16221 -3.79867 1.57163  0.113
H: -2.45680 -2.71441 2.60807  0.099
H: -1.80470 -4.36187 2.44120  0.119
H: -0.31833 -3.79232 0.77078  0.087
H: -1.31352 -2.40290 0.24764  0.090
H: -1.85640 -0.80891 1.75125  0.092
H: -0.57002 0.04433 0.94014  0.089
H: -0.67366 0.00111 2.72307  0.093
H: 1.41989 0.27160 0.25899  0.110
H: 3.01429 -0.31021 0.57175  0.080
H: 3.02888 0.34065 2.79771  0.077
H: 1.30627 0.48257 2.95912  0.079
H: 1.79235 2.64424 2.67466  0.104
H: 1.60569 2.30617 0.97145  0.108
H: 3.35229 4.50543 1.00427  0.097
H: 0.98560 -3.09594 -0.65601  0.112
H: 0.23465 -1.48738 -0.82145  0.102
H: 2.33136 -2.39347 -2.24430  0.128
H: 3.24426 -1.60527 -0.99777  0.113
H: 3.88322 0.54688 -1.63994  0.114
H: 3.54871 2.61786 -2.93469  0.107
H: 1.48620 2.92263 -4.27955  0.090
H: -0.22998 1.16176 -4.27529  0.095
H: 0.09847 -0.89892 -2.99324  0.104
H: 2.87948 -3.22618 0.48926  0.087
H: 1.29126 -4.64759 1.32004  0.143
C: -2.31735 4.10134 -5.76960  -0.089
C: -1.03644 4.77960 -6.22903  -0.278
N: -0.41957 4.14303 -7.37683  -0.200
C: 0.92610 4.62120 -7.64276  -0.250
C: 1.11134 6.08818 -8.05122  -0.084
C: -1.27703 3.98724 -8.53995  -0.247
C: -1.89266 5.24954 -9.15907  -0.082
H: -2.12881 3.04877 -5.54943  0.070
H: -2.67470 4.58084 -4.85716  0.072
H: -3.11878 4.16728 -6.50586  0.066
H: -0.33039 4.72950 -5.39438  0.110
H: -1.23694 5.85024 -6.39454  0.102
H: 1.37171 3.98047 -8.40839  0.112
H: 1.51786 4.44273 -6.73875  0.102
H: 0.81277 6.26480 -9.08352  0.055
H: 2.16560 6.35959 -7.97120  0.071
H: 0.54910 6.76747 -7.40985  0.066
H: -2.09029 3.30955 -8.26954  0.099
H: -0.71273 3.44757 -9.30445  0.114
H: -2.27118 5.93643 -8.40082  0.067
H: -2.73463 4.97243 -9.79628  0.071
H: -1.18410 5.78988 -9.78471  0.054
C: 0.85806 1.30655 6.37882  -0.084
C: 1.65142 1.19635 7.67255  -0.269
N: 0.91791 0.55776 8.75144  -0.200
C: 1.56881 0.69489 10.04167  -0.254
C: 2.93377 0.02413 10.24720  -0.087
C: 0.37804 -0.76206 8.45749  -0.241
C: 1.35942 -1.86923 8.04868  -0.075
H: -0.08094 1.83793 6.54554  0.080
H: 1.43653 1.86377 5.63867  0.067
H: 0.63579 0.32940 5.94680  0.051
H: 1.90442 2.20902 7.99970  0.117
H: 2.60974 0.69832 7.45701  0.103
H: 0.87930 0.33847 10.81227  0.110
H: 1.68591 1.76662 10.23323  0.107
H: 2.84356 -1.05354 10.37455  0.053
H: 3.40172 0.41686 11.15233  0.068
H: 3.61405 0.21602 9.41706  0.066
H: -0.36216 -0.65259 7.66151  0.101
H: -0.19915 -1.09277 9.32502  0.113
H: 2.10577 -1.50818 7.34000  0.068
H: 0.81484 -2.67881 7.55910  0.071
H: 1.87515 -2.30342 8.90428  0.053

- SMILES = CCCCCCCCCCCC[C@]1(C)[C@](CCCS(=O)(=O)O)(CCc2ccccc2)[C@@H](Br)[C@@H](ON=O)OS1(=O)=O.CCN(CC)CC.CCN(CC)CC
- net charge = 0
- orbital gap (Ha) = 0.266
- highest occupied orbital energy (Ha) = -0.28528